No. 1
Formula: C34H55N16O
Source: the Open Molecules 2025 dataset
Level of theory: the ωB97M-V functional and the def2-TZVPD basis

Computed properties:
* strongest force on any atom: 0.1085 Eh/bohr
* Kohn-Sham gap: 7.38 eV
* charge: +1
* E_tot: -2279.41605 hartree

Each line ends with the Mulliken charge.
CARTESIAN COORDINATES (ANGSTROEM)
O1 2.7465 -0.1833 2.2509  -0.533
C1 1.7341 0.1471 1.3044  0.168
C2 2.0995 1.5959 0.7128  -0.799
C3 0.8959 2.4826 1.1943  -0.552
N1 -0.2003 1.4798 1.1602  -0.135
C4 0.3568 0.3831 2.0195  -0.622
H1 2.8305 0.5990 2.8098  0.368
H2 1.7699 -0.5359 0.4497  0.445
H3 2.1512 1.6722 -0.3799  0.319
H4 2.9955 2.0487 1.1546  0.230
H5 0.8902 2.7408 2.2640  0.360
H6 0.7623 3.3675 0.5668  0.456
H7 -0.2379 1.0005 0.2555  0.318
H8 -1.1507 1.7990 1.3828  0.281
H9 0.6468 0.7219 3.0220  0.267
H10 -0.3751 -0.4323 2.0126  0.241
C5 -2.4442 5.1615 0.5024  -1.094
C6 -1.7078 4.3871 -0.5026  0.589
N2 -1.1428 3.7856 -1.2999  -0.497
H11 -3.3742 4.6509 0.7507  0.355
H12 -1.8444 5.2670 1.4032  0.278
H13 -2.6735 6.1494 0.1141  0.409
C7 3.2686 -2.6003 -1.8040  -0.794
C8 1.8787 -2.7172 -2.2616  0.428
N3 0.7957 -2.8079 -2.6230  -0.406
H14 3.5715 -1.5541 -1.8012  0.188
H15 3.3611 -3.0018 -0.7962  0.264
H16 3.9236 -3.1582 -2.4702  0.353
C9 1.6860 0.0987 6.5640  -0.619
C10 2.3078 1.4053 6.2927  0.350
N4 2.7931 2.4180 6.0700  -0.421
H17 0.8955 0.2127 7.3029  0.297
H18 1.2677 -0.3025 5.6424  0.148
H19 2.4318 -0.5963 6.9444  0.276
C11 -2.9249 -2.9863 -3.1023  -0.411
C12 -4.1078 -3.1103 -2.2383  0.126
N5 -5.0053 -3.2106 -1.5164  -0.368
H20 -2.2457 -2.2317 -2.6995  0.091
H21 -2.4007 -3.9402 -3.1518  0.353
H22 -3.2243 -2.6932 -4.1090  0.183
C13 6.3844 1.4355 2.4820  -0.858
C14 5.9505 1.0585 1.1326  0.390
N6 5.6243 0.7643 0.0742  -0.352
H23 7.2349 2.1115 2.4201  0.333
H24 5.5714 1.9337 3.0082  0.264
H25 6.6755 0.5457 3.0370  0.282
C15 -4.2842 1.1782 -0.6899  -0.691
C16 -3.5485 1.0368 0.5665  0.542
N7 -2.9678 0.9259 1.5500  -0.622
H26 -3.7249 1.8156 -1.3744  0.151
H27 -4.4227 0.1982 -1.1481  0.225
H28 -5.2592 1.6245 -0.5017  0.359
C17 -0.7658 -2.8212 -6.8176  -0.566
C18 -2.1950 -3.0923 -7.0002  0.308
N8 -3.3107 -3.3038 -7.1389  -0.381
H29 -0.3848 -2.2606 -7.6693  0.309
H30 -0.6132 -2.2395 -5.9099  0.084
H31 -0.2200 -3.7592 -6.7350  0.266
C19 -3.8017 -2.6570 2.7587  -0.374
C20 -4.1822 -3.0190 1.3917  0.374
N9 -4.4509 -3.3028 0.3079  -0.233
H32 -2.9923 -1.9271 2.7262  -0.093
H33 -4.6554 -2.2225 3.2819  -0.004
H34 -3.4654 -3.5380 3.3038  0.337
C21 -8.1490 -3.2232 3.9740  -0.747
C22 -6.9998 -2.4457 4.4459  0.416
N10 -6.1015 -1.8389 4.8146  -0.486
H35 -7.8776 -3.7735 3.0746  0.284
H36 -8.4583 -3.9273 4.7439  0.273
H37 -8.9775 -2.5552 3.7472  0.274
C23 0.6890 8.3841 1.6237  -0.755
C24 -0.7506 8.1375 1.4962  0.404
N11 -1.8760 7.9540 1.3962  -0.430
H38 1.0730 8.8108 0.6991  0.275
H39 0.8725 9.0794 2.4405  0.290
H40 1.2079 7.4494 1.8282  0.227
C25 0.0822 -4.1365 1.9899  -0.493
C26 -0.0147 -4.1335 3.4538  0.389
N12 -0.0850 -4.1318 4.5963  -0.486
H41 0.8643 -3.4485 1.6711  0.095
H42 0.3261 -5.1382 1.6379  0.331
H43 -0.8660 -3.8267 1.5509  0.168
C27 3.2309 -6.6964 4.2754  -0.721
C28 2.8479 -7.0701 2.9100  0.346
N13 2.5428 -7.3543 1.8443  -0.400
H44 4.0379 -5.9667 4.2456  0.250
H45 2.3760 -6.2633 4.7927  0.244
H46 3.5674 -7.5777 4.8179  0.289
C29 -1.1216 1.2229 -4.2153  0.054
C30 -2.5592 0.9572 -4.3259  0.358
N14 -3.6826 0.7530 -4.4124  -0.462
H47 -0.7533 1.6610 -5.1424  -0.086
H48 -0.9364 1.9166 -3.3947  0.058
H49 -0.5861 0.2932 -4.0252  0.100
C31 7.6000 0.8041 -2.6729  -0.486
C32 8.3272 0.0488 -3.6978  0.240
N15 8.8936 -0.5405 -4.4979  -0.331
H50 6.6721 0.2941 -2.4252  0.075
H51 8.2081 0.8889 -1.7748  0.223
H52 7.3699 1.8018 -3.0424  0.271
C33 -1.2596 4.7049 -7.4785  -0.763
C34 -0.5837 3.4044 -7.4876  0.352
N16 -0.0575 2.3881 -7.4947  -0.405
H53 -2.2477 4.6097 -7.9248  0.269
H54 -1.3631 5.0600 -6.4549  0.263
H55 -0.6783 5.4263 -8.0495  0.294

=====

No. 2
Formula: C34H56AsHgN7OPSSeSi2
Source: the Open Molecules 2025 dataset
Level of theory: the ωB97M-V functional and the def2-TZVPD basis

Computed properties:
* strongest force on any atom: 0.0138 Eh/bohr
* ⟨S²⟩: 0.766
* energy above the lowest of the compared OMol25 structures with the same formula, charge and spin: 0.00 kJ/mol
* Kohn-Sham gap (alpha / beta): 5.93 / 6.06 eV
* E_tot: -7896.82855 hartree
* 2S+1: 2

Each line ends with the Mulliken spin population.
CARTESIAN COORDINATES (ANGSTROEM)
Hg1 -0.2347 0.0922 -0.0983  -0.026
N1 4.2030 -0.5151 2.1505  0.000
C1 4.7613 -0.9266 0.9583  0.000
C2 6.0756 -1.1184 0.5461  0.000
C3 6.2590 -1.5286 -0.7603  0.000
C4 5.1746 -1.7360 -1.6273  0.000
C5 3.8737 -1.5414 -1.2093  0.002
C6 3.6694 -1.1338 0.1086  -0.001
N2 2.4851 -0.8590 0.7714  0.001
C7 2.8418 -0.4886 1.9695  -0.002
C8 1.9389 -0.0666 3.0388  -0.001
C9 2.3046 0.1830 4.3313  0.000
S1 0.9463 0.6947 5.2281  0.000
C10 -0.0166 0.5360 3.8240  -0.001
N3 0.6099 0.1314 2.7662  0.001
H1 4.7010 -0.2246 2.9719  0.000
H2 6.9145 -0.9530 1.2096  0.000
H3 7.2643 -1.6888 -1.1272  0.000
H4 5.3675 -2.0529 -2.6438  0.000
H5 3.0334 -1.6960 -1.8741  -0.001
H6 3.2742 0.0835 4.7909  0.000
H7 -1.0735 0.7616 3.8351  0.000
O1 -3.0809 -0.6541 -0.8097  0.407
N4 -2.8763 -1.8707 -0.9324  0.650
C11 -1.1995 -5.3496 -1.3728  0.001
Si1 0.0889 -3.9922 -1.2340  0.000
C12 0.5621 -3.4472 -2.9597  0.011
C13 1.6404 -4.5829 -0.3600  -0.014
As1 -1.0399 -2.2981 -0.0371  -0.075
Si2 -1.7882 -3.4326 1.9030  0.024
C14 -3.4395 -4.1370 1.3693  0.008
C15 -2.0516 -2.2432 3.3248  0.001
C16 -0.6721 -4.8087 2.5262  -0.004
H8 -0.8379 -6.1349 -2.0433  0.001
H9 -2.1265 -4.9478 -1.7881  0.000
H10 -1.4315 -5.8122 -0.4124  0.001
H11 1.1230 -4.2738 -3.4101  0.000
H12 1.1992 -2.5636 -2.9663  -0.002
H13 -0.3073 -3.2447 -3.5876  -0.001
H14 2.1050 -5.3862 -0.9414  0.000
H15 1.4525 -4.9585 0.6450  0.001
H16 2.3657 -3.7699 -0.2824  0.006
H17 -4.1062 -3.3393 1.0409  -0.005
H18 -3.8943 -4.6662 2.2128  -0.001
H19 -3.3443 -4.8365 0.5382  -0.001
H20 -2.6846 -1.4037 3.0298  0.001
H21 -1.1029 -1.8568 3.6941  -0.001
H22 -2.5477 -2.7743 4.1430  0.001
H23 -0.4944 -5.5951 1.7924  -0.001
H24 -1.1643 -5.2681 3.3899  0.001
H25 0.2948 -4.4241 2.8574  0.000
C17 3.2780 2.7217 0.1094  0.001
C18 2.4358 3.8247 -0.5616  0.000
C19 2.7662 3.7429 -2.0607  0.000
C20 2.9053 5.1958 -0.0639  0.000
P1 0.6066 3.3836 -0.3144  0.000
N5 0.4146 1.8940 -0.6540  0.005
C21 -0.4585 4.3923 -1.5107  -0.001
C22 -0.1171 5.8772 -1.6831  0.000
C23 -0.4040 3.7025 -2.8883  -0.002
C24 -1.9318 4.2778 -1.0836  0.004
C25 0.1438 3.8769 1.4587  0.000
C26 1.2541 3.3991 2.4097  0.000
C27 -1.1257 3.1138 1.8700  -0.001
C28 -0.0909 5.3701 1.7157  0.000
H26 4.2874 2.7478 -0.3110  0.000
H27 2.8464 1.7372 -0.0857  0.000
H28 3.3710 2.8617 1.1846  0.000
H29 3.8490 3.8413 -2.1757  0.000
H30 2.3047 4.5373 -2.6420  0.000
H31 2.4673 2.7811 -2.4770  0.000
H32 3.9602 5.3128 -0.3316  0.000
H33 2.8398 5.3072 1.0164  0.000
H34 2.3625 6.0194 -0.5258  0.000
H35 0.8302 6.0283 -2.1991  0.000
H36 -0.0829 6.4264 -0.7435  0.000
H37 -0.8923 6.3400 -2.3012  0.000
H38 0.5946 3.6227 -3.3064  0.000
H39 -1.0105 4.2938 -3.5811  0.000
H40 -0.8217 2.6977 -2.8244  0.002
H41 -2.1823 4.9017 -0.2275  0.000
H42 -2.2029 3.2428 -0.8705  -0.002
H43 -2.5516 4.6158 -1.9187  0.000
H44 1.5510 2.3702 2.2046  0.000
H45 0.8735 3.4453 3.4349  0.000
H46 2.1390 4.0304 2.3669  0.000
H47 -1.0526 2.0533 1.6286  0.000
H48 -2.0242 3.5009 1.3993  0.000
H49 -1.2530 3.2144 2.9527  0.000
H50 0.7637 5.9871 1.4456  0.000
H51 -0.2651 5.5089 2.7879  0.000
H52 -0.9671 5.7544 1.1977  0.000
Se1 1.2075 0.4038 -3.5669  0.001
N6 -0.3270 -0.3020 -3.0325  -0.005
C29 -1.0655 -0.4928 -4.1071  -0.009
C30 -2.3781 -1.0766 -4.0915  0.034
C31 -3.0196 -1.2296 -5.2726  0.007
C32 -2.4282 -0.8211 -6.5218  -0.001
C33 -1.1957 -0.2697 -6.5840  0.001
C34 -0.4595 -0.0949 -5.3645  0.003
N7 0.7598 0.3970 -5.2921  0.000
H53 -2.8011 -1.3697 -3.1403  -0.016
H54 -4.0112 -1.6636 -5.2929  0.000
H55 -2.9986 -0.9688 -7.4303  0.000
H56 -0.7415 0.0380 -7.5162  0.000